Here is C4H6O2 in the gas phase from OMol25. Energies are from ωB97M-V/def2-TZVPD.

The net charge is 0. For the largest force on an atom, the calculation gives 0.0289 hartree/bohr. For the HOMO energy, the calculation gives -8.69 eV. The value obtained for the HOMO-LUMO gap is 0.3515 hartree. For the relative energy (zero: lowest compared OMol25 entry of this formula, charge and spin), the calculation gives 99.81 kcal per mole. Its total energy is -306.34723 Eh.

Geometry as XYZ:
```
12
Properties=species:S:1:pos:R:3:forces:R:3
O 1.90572 -0.28107 0.87131 -0.224 -1.072 -0.247
C 1.11036 -1.08018 0.18494 -0.519 -0.166 -0.392
C 0.05266 -0.36843 -0.55304 0.064 -0.078 -0.174
C -1.27984 -0.46927 0.23218 -0.218 -0.357 0.066
O -1.36303 0.95413 0.33861 -0.106 0.138 0.063
C -0.17098 1.13916 -0.44187 0.283 0.290 -0.139
H 2.39906 -1.03519 1.22368 0.921 0.857 0.794
H 0.02172 -0.81948 -1.54831 -0.132 0.179 0.065
H -2.11053 -0.90496 -0.33479 0.089 0.110 0.086
H -1.21790 -0.95851 1.21430 0.020 0.107 -0.194
H 0.60479 1.68220 0.10942 -0.161 -0.008 -0.080
H -0.37404 1.63740 -1.39599 -0.016 0.000 0.152
```
Forces are in eV/Å.

---

Here is C4H6O2 in the gas phase from OMol25. Energies are from ωB97M-V/def2-TZVPD.

The net charge is 0. For the largest force on an atom, the calculation gives 0.0094 hartree/bohr. For the HOMO energy, the calculation gives -8.92 eV. The value obtained for the HOMO-LUMO gap is 0.3600 hartree. Its SMILES is O/C=C\[C@H]1CO1. For the relative energy (zero: lowest compared OMol25 entry of this formula, charge and spin), the calculation gives 59.74 kcal per mole. Its total energy is -306.41109 Eh.

Geometry as XYZ:
```
12
Properties=species:S:1:pos:R:3:forces:R:3
O 2.14762 -0.83619 0.84650 -0.154 -0.125 0.091
C 1.79805 0.07604 -0.09863 -0.139 0.104 -0.286
C 0.55788 0.18947 -0.58248 0.148 0.177 0.092
C -0.62664 -0.22442 0.20629 0.196 0.079 0.114
C -1.86804 0.52418 -0.00012 -0.153 0.262 0.028
O -1.75813 -0.83012 -0.41117 -0.099 -0.200 -0.197
H 1.53178 -1.56950 0.70942 0.199 -0.021 0.442
H 2.62523 0.72352 -0.37283 -0.020 -0.286 -0.312
H 0.38579 0.76399 -1.48534 0.027 0.258 0.236
H -0.43197 -0.58516 1.21917 -0.012 0.033 -0.221
H -2.53318 0.74215 0.83534 0.059 -0.187 -0.137
H -1.88811 1.24641 -0.81701 -0.052 -0.093 0.150
```
Forces are in eV/Å.

---

Here is a 2-piece molecular cluster, C4H6O2 overall from OMol25. Energies are from ωB97M-V/def2-TZVPD.

The net charge is 0. For the largest force on an atom, the calculation gives 0.0266 hartree/bohr. For the HOMO energy, the calculation gives -10.40 eV. The value obtained for the HOMO-LUMO gap is 0.4237 hartree. For the relative energy (zero: lowest compared OMol25 entry of this formula, charge and spin), the calculation gives 46.18 kcal per mole. Its total energy is -306.43271 Eh.

Geometry as XYZ:
```
12
Properties=species:S:1:pos:R:3:forces:R:3
C 1.31583 -0.25596 0.14920 -0.043 -0.015 -0.005
C -0.05592 0.03591 0.71607 0.091 0.003 0.113
C -0.72803 1.30264 0.43275 0.082 0.451 0.211
O -1.21138 0.10812 -0.13696 0.076 -0.237 0.037
C -0.69005 -1.53484 -1.88182 -1.037 -0.784 -0.423
O -1.73174 -1.98542 -1.89991 1.013 0.379 -0.034
H 2.05176 0.11199 0.87429 -0.070 -0.060 -0.110
H 1.49881 -1.32558 0.00079 -0.118 0.194 0.032
H 1.48940 0.25849 -0.80439 -0.167 -0.127 0.231
H -0.29792 -0.45946 1.66008 0.162 0.175 -0.150
H -0.27959 1.97714 -0.29345 0.047 0.045 0.166
H -1.36117 1.76698 1.18335 -0.036 -0.024 -0.069
```
Forces are in eV/Å.

---

Here is C4H6O2 in the gas phase from OMol25. Energies are from ωB97M-V/def2-TZVPD.

The net charge is 0. For the largest force on an atom, the calculation gives 0.0101 hartree/bohr. For the HOMO energy, the calculation gives -8.67 eV. The value obtained for the HOMO-LUMO gap is 0.3400 hartree. For the relative energy (zero: lowest compared OMol25 entry of this formula, charge and spin), the calculation gives 130.14 kcal per mole. Its total energy is -306.29891 Eh.

Geometry as XYZ:
```
12
Properties=species:S:1:pos:R:3:forces:R:3
C 0.56949 -1.44866 -0.42967 -0.085 -0.052 0.093
C 0.61676 0.39815 1.28830 0.150 0.272 -0.115
O 0.91827 -0.04259 -0.31563 0.151 0.198 0.150
C -0.00438 1.04012 0.10305 -0.040 0.032 0.000
C -1.47633 0.85082 -0.13652 -0.105 0.129 0.045
O -2.21033 1.79526 -0.29526 0.316 -0.410 0.050
H 0.69117 -1.83693 0.58000 -0.145 -0.337 -0.321
H -0.45459 -1.60031 -0.78213 0.300 0.056 -0.048
H 1.30580 -1.87048 -1.12419 -0.308 0.151 0.112
H 1.55918 0.93398 1.47078 -0.189 0.128 0.065
H 0.34737 1.99707 -0.30101 -0.041 -0.346 -0.084
H -1.85971 -0.18861 -0.09926 -0.004 0.179 0.053
```
Forces are in eV/Å.

---

Here is C4H6O2 in the gas phase from OMol25. Energies are from ωB97M-V/def2-TZVPD.

The net charge is 0. For the largest force on an atom, the calculation gives 0.0116 hartree/bohr. For the HOMO energy, the calculation gives -9.00 eV. The value obtained for the HOMO-LUMO gap is 0.3597 hartree. Its SMILES is C[C@]12O[C@H]1[C@@H]2O. For the relative energy (zero: lowest compared OMol25 entry of this formula, charge and spin), the calculation gives 85.22 kcal per mole. Its total energy is -306.37048 Eh.

Geometry as XYZ:
```
12
Properties=species:S:1:pos:R:3:forces:R:3
C -0.27698 -0.30110 -1.52299 0.108 -0.009 0.054
C 0.35871 0.10940 -0.24565 -0.473 -0.158 -0.324
O 1.74305 0.43062 -0.08237 0.243 0.100 0.083
C 1.02439 -0.31187 0.93695 -0.009 0.264 0.254
C -0.08788 0.70070 1.04959 0.302 0.143 0.075
O -1.29087 0.27868 1.59793 -0.252 -0.008 0.030
H -0.22453 0.54694 -2.21709 -0.047 -0.219 0.054
H 0.24893 -1.15622 -1.95257 -0.108 0.076 -0.032
H -1.33607 -0.55568 -1.37983 0.277 0.026 0.007
H 1.40812 -1.12734 1.52194 -0.034 -0.248 -0.289
H 0.15382 1.72983 1.29237 -0.021 0.047 0.037
H -1.72068 -0.34395 1.00173 0.015 -0.016 0.052
```
Forces are in eV/Å.

---

Here is C4H6O2 in the gas phase from OMol25. Energies are from ωB97M-V/def2-TZVPD.

The net charge is 0. For the largest force on an atom, the calculation gives 0.0318 hartree/bohr. For the HOMO energy, the calculation gives -9.81 eV. The value obtained for the HOMO-LUMO gap is 0.3403 hartree. Its SMILES is CCC(=O)C=O. For the relative energy (zero: lowest compared OMol25 entry of this formula, charge and spin), the calculation gives 45.85 kcal per mole. Its total energy is -306.43322 Eh.

Geometry as XYZ:
```
12
Properties=species:S:1:pos:R:3:forces:R:3
C 0.35270 1.37801 0.19221 0.322 0.160 0.219
C -0.83596 0.42527 0.10540 0.142 -0.572 0.883
C -0.04975 -0.94803 0.59237 -0.260 1.431 -0.411
O 0.45893 -1.17325 1.66839 -1.134 0.348 -1.125
C 0.27841 -1.70853 -0.68207 -0.449 -0.255 -0.798
O -0.23050 -1.25264 -1.67216 0.490 -0.786 -0.686
H 0.52531 1.61960 1.23796 0.299 0.163 -0.022
H 1.21770 0.81601 -0.17887 0.167 0.376 0.071
H 0.31705 2.29316 -0.40780 -0.423 -0.183 0.155
H -1.30342 0.55088 -0.89376 0.592 -1.145 0.641
H -1.65466 0.59977 0.79416 0.203 0.362 0.556
H 0.92419 -2.60025 -0.75583 0.049 0.102 0.517
```
Forces are in eV/Å.

---

Here is C4H6O2 in the gas phase from OMol25. Energies are from ωB97M-V/def2-TZVPD.

The net charge is 0. For the largest force on an atom, the calculation gives 0.0108 hartree/bohr. For the HOMO energy, the calculation gives -9.99 eV. The value obtained for the HOMO-LUMO gap is 0.3860 hartree. Its SMILES is CC(=O)CC=O. For the relative energy (zero: lowest compared OMol25 entry of this formula, charge and spin), the calculation gives 17.37 kcal per mole. Its total energy is -306.47862 Eh.

Geometry as XYZ:
```
12
Properties=species:S:1:pos:R:3:forces:R:3
C 1.45882 0.28756 -0.76857 0.047 0.080 -0.030
C 0.41170 0.74695 0.21710 -0.030 0.205 0.008
O 0.25915 1.90685 0.52541 0.053 -0.404 -0.117
C -0.50951 -0.33679 0.77908 0.012 -0.077 0.068
C -1.66748 -0.53056 -0.18092 -0.040 -0.290 -0.197
O -1.86007 -1.54434 -0.80603 0.090 0.472 0.280
H 1.01047 -0.36039 -1.53086 0.037 0.076 0.129
H 2.22153 -0.30574 -0.25066 -0.130 0.065 -0.036
H 1.92958 1.15387 -1.23661 -0.063 -0.131 0.067
H 0.00446 -1.29465 0.89884 -0.042 0.147 -0.034
H -0.89926 0.02326 1.73694 0.039 -0.039 -0.137
H -2.33058 0.35112 -0.29354 0.026 -0.104 -0.001
```
Forces are in eV/Å.

---

Here is a 2-piece molecular cluster, C4H6O2 overall from OMol25. Energies are from ωB97M-V/def2-TZVPD.

The net charge is 0. For the largest force on an atom, the calculation gives 0.0240 hartree/bohr. For the HOMO energy, the calculation gives -8.13 eV. The value obtained for the HOMO-LUMO gap is 0.3283 hartree. For the relative energy (zero: lowest compared OMol25 entry of this formula, charge and spin), the calculation gives 108.78 kcal per mole. Its total energy is -306.33295 Eh.

Geometry as XYZ:
```
12
Properties=species:S:1:pos:R:3:forces:R:3
C -0.06708 -0.18251 -1.02044 0.766 0.114 0.960
C 1.00659 -0.39886 0.51582 -0.033 -0.408 -0.943
C -0.40103 0.74494 -0.04164 -0.328 0.828 0.110
O 0.01469 2.03224 -0.22940 0.059 -0.540 -0.282
C -2.50611 -0.30139 1.33755 -0.114 -0.538 0.133
O -2.20151 -1.39516 1.29628 -0.077 0.438 -0.003
H 0.47915 2.15012 -1.08186 -0.057 0.000 0.116
H -0.52805 -1.16149 -0.98113 -0.020 0.038 -0.051
H 0.42305 0.09512 -1.96683 0.089 -0.093 0.151
H 1.80172 -0.87871 -0.06397 0.014 -0.018 0.021
H 1.45567 0.41635 1.07379 -0.246 0.125 -0.171
H 0.52290 -1.12065 1.16183 -0.054 0.054 -0.042
```
Forces are in eV/Å.

---

Here is C4H6O2 in the gas phase from OMol25. Energies are from ωB97M-V/def2-TZVPD.

The net charge is 0. For the largest force on an atom, the calculation gives 0.1178 hartree/bohr. For the HOMO energy, the calculation gives -10.24 eV. The value obtained for the HOMO-LUMO gap is 0.3924 hartree. Its SMILES is C=C(C)C(=O)O. For the relative energy (zero: lowest compared OMol25 entry of this formula, charge and spin), the calculation gives 42.46 kcal per mole. Its total energy is -306.43864 Eh.

Geometry as XYZ:
```
12
Properties=species:S:1:pos:R:3:forces:R:3
C 0.64197 -1.06445 1.18116 0.741 -2.534 5.031
C -0.20488 -0.38690 0.49378 -0.895 0.674 -0.029
C -1.60846 -0.46666 0.70391 -3.410 1.365 0.347
C 0.18960 0.44430 -0.61143 0.303 -0.050 -0.818
O -0.46371 0.85741 -1.52755 -0.356 -0.113 0.100
O 1.45347 0.73682 -0.49312 0.643 2.869 -5.295
H 1.63185 -1.38048 1.01088 1.242 0.425 -0.815
H 0.36522 -1.45024 2.24609 -0.097 0.323 -2.181
H -2.17546 0.57329 0.61637 1.071 -2.411 0.104
H -1.92243 -1.06200 1.56793 0.209 0.517 0.132
H -1.83319 -1.12585 -0.12805 -1.076 0.251 -0.518
H 1.90648 0.53369 0.24766 1.624 -1.315 3.943
```
Forces are in eV/Å.

---

Here is C4H6O2 in the gas phase from OMol25. Energies are from ωB97M-V/def2-TZVPD.

The net charge is 0. For the largest force on an atom, the calculation gives 0.0471 hartree/bohr. For the HOMO energy, the calculation gives -7.74 eV. The value obtained for the HOMO-LUMO gap is 0.3124 hartree. Its SMILES is O[C@@]12CO[C@@H]1C2. For the relative energy (zero: lowest compared OMol25 entry of this formula, charge and spin), the calculation gives 89.87 kcal per mole. Its total energy is -306.36308 Eh.

Geometry as XYZ:
```
12
Properties=species:S:1:pos:R:3:forces:R:3
O 0.22315 -1.42260 -1.23713 -0.045 -0.293 0.118
C 0.10272 -0.57312 -0.16268 -0.582 1.943 -1.326
C 1.29529 0.23510 0.27159 0.349 0.349 0.010
O 0.70191 1.53243 0.11994 0.404 0.278 1.039
C -0.56309 1.06272 -0.21279 0.069 -0.799 -0.922
C -1.12370 -0.08038 0.51798 -0.338 -0.139 0.521
H 0.03156 -2.34901 -1.04973 -0.152 0.127 0.365
H 1.64514 0.17191 1.30781 -0.023 -0.517 -0.112
H 2.11757 0.09332 -0.43155 0.007 0.182 0.057
H -1.18436 1.82746 -0.71071 0.352 -0.932 -0.306
H -2.01598 -0.41537 -0.01102 -0.063 0.070 0.220
H -1.23020 -0.08246 1.59829 0.024 -0.268 0.337
```
Forces are in eV/Å.

---

Here is C4H6O2 in the gas phase from OMol25. Energies are from ωB97M-V/def2-TZVPD.

The net charge is 0. For the largest force on an atom, the calculation gives 0.0706 hartree/bohr. For the HOMO energy, the calculation gives -9.69 eV. The value obtained for the HOMO-LUMO gap is 0.3859 hartree. Its SMILES is CC(=O)[C@H]1CO1. For the relative energy (zero: lowest compared OMol25 entry of this formula, charge and spin), the calculation gives 82.00 kcal per mole. Its total energy is -306.37561 Eh.

Geometry as XYZ:
```
12
Properties=species:S:1:pos:R:3:forces:R:3
C 0.09887 0.50048 -1.46040 1.473 -0.443 -0.193
C 0.62465 0.80559 -0.14683 -1.108 0.489 1.333
O 1.22809 1.82716 0.14193 -0.450 -0.296 0.237
C 0.41481 -0.29163 0.83780 0.198 0.318 0.696
C -0.97100 -0.72284 1.05862 -0.218 -0.032 0.234
O -0.02825 -1.57590 0.43003 0.109 0.059 -0.132
H -0.37334 -0.45638 -1.66860 -0.088 0.127 0.590
H -0.41191 1.35118 -1.96654 1.673 -0.493 -0.277
H 1.31992 0.16476 -1.31903 -1.847 0.635 -3.059
H 1.14489 -0.24457 1.62978 -0.068 -0.280 0.462
H -1.76797 -0.36877 0.39866 0.278 0.055 0.183
H -1.27878 -0.98908 2.06459 0.049 -0.139 -0.073
```
Forces are in eV/Å.

---

Here is C4H6O2 in the gas phase from OMol25. Energies are from ωB97M-V/def2-TZVPD.

The net charge is 0. For the largest force on an atom, the calculation gives 0.0141 hartree/bohr. For the HOMO energy, the calculation gives -8.24 eV. The value obtained for the HOMO-LUMO gap is 0.3269 hartree. For the relative energy (zero: lowest compared OMol25 entry of this formula, charge and spin), the calculation gives 110.33 kcal per mole. Its total energy is -306.33048 Eh.

Geometry as XYZ:
```
12
Properties=species:S:1:pos:R:3:forces:R:3
C 1.70177 0.66855 0.03241 -0.131 -0.117 0.026
C -0.08088 -1.46301 0.30212 -0.425 -0.201 0.554
O -1.01933 -0.77147 0.94057 0.416 0.029 -0.485
C -1.60129 0.15838 0.00373 -0.042 -0.074 -0.018
O -0.60084 1.10244 -0.27876 0.105 -0.303 0.050
C 0.59053 0.52188 -0.70088 0.273 0.486 -0.276
H 2.66524 0.31938 -0.34156 -0.367 0.101 0.066
H 1.66440 1.12584 1.02240 -0.041 -0.111 -0.331
H 0.54213 -1.90002 1.12284 -0.165 0.100 -0.143
H -1.91660 -0.39937 -0.89132 0.132 0.123 0.250
H -2.42546 0.68334 0.49562 0.238 -0.156 -0.116
H 0.58075 0.10447 -1.71240 0.007 0.122 0.424
```
Forces are in eV/Å.

---

Among the records above, which one has the highest relative energy (zero: lowest compared OMol25 entry of this formula, charge and spin)? number 4